1.
Below is one molecule with the formula C3H6O2, with properties calculated with the ωB97M-V functional and the def2-TZVPD basis.

The geometry in ORCA input format:
```
! wB97M-V def2-TZVPD RIJCOSX def2/J DEFGRID3
* xyz 0 1
O -0.85805 0.89379 -0.34839
C -0.99281 -0.43994 0.22915
C 0.47508 -0.81958 0.04714
C 0.78076 0.60982 -0.44165
O 1.09162 1.51976 0.43980
H -0.21782 1.54866 0.43067
H -1.68806 -1.01716 -0.38056
H -1.36390 -0.38480 1.25548
H 0.63687 -1.59298 -0.70676
H 1.02786 -1.05796 0.95672
H 1.10846 0.74039 -1.48160
*
```

## Properties
Kohn-Sham gap in eV: 10.761
E_LUMO in eV: 0.99

=====

2.
Below is one molecule with the formula C3H6O2, with properties calculated with the ωB97M-V functional and the def2-TZVPD basis.

The geometry in ORCA input format:
```
! wB97M-V def2-TZVPD RIJCOSX def2/J DEFGRID3
* xyz 0 1
O 1.51201 -0.80016 0.42565
C 0.22234 -0.27527 0.60929
C -0.05981 1.14211 0.07301
O -0.96897 0.63981 -0.91531
C -0.78894 -0.70908 -0.45981
H 1.85235 -0.50022 -0.42852
H -0.02333 -0.45647 1.65811
H -0.55441 1.84131 0.75849
H 0.81747 1.63501 -0.36837
H -1.73794 -1.17287 -0.16591
H -0.27078 -1.34418 -1.18661
*
```

## Properties
Kohn-Sham gap in eV: 10.943
E_LUMO in eV: 0.96
SMILES: OC1COC1

=====

Quick ranking, most stable first: 2, 1.

=====

1.
Below is one molecule with the formula C3H6O2, with properties calculated with the ωB97M-V functional and the def2-TZVPD basis.

The geometry in ORCA input format:
```
! wB97M-V def2-TZVPD RIJCOSX def2/J DEFGRID3
* xyz 0 1
O 1.61610 -0.17390 -0.43952
C 0.45273 -0.01009 0.38303
C -0.61240 0.98008 -0.10951
O -1.51223 -0.11497 -0.42732
C -0.51724 -1.08208 -0.05895
H 2.24739 0.63324 -0.36361
H 0.67550 0.03482 1.45829
H -0.97794 1.64863 0.67089
H -0.27782 1.58519 -0.98805
H -0.91537 -1.73725 0.80060
H -0.17872 -1.76367 -0.92586
*
```

## Properties
Kohn-Sham gap in eV: 10.594
E_LUMO in eV: 0.78
SMILES: OC1COC1

=====

2.
Below is one molecule with the formula C3H6O2, with properties calculated with the ωB97M-V functional and the def2-TZVPD basis.

The geometry in ORCA input format:
```
! wB97M-V def2-TZVPD RIJCOSX def2/J DEFGRID3
* xyz 0 1
C 0.65394 1.02974 0.65728
C -0.25609 0.03754 -0.02527
O -1.56035 0.13579 0.43233
C 0.23952 -1.22903 -0.56668
O -0.15041 -0.13522 -1.41846
H 0.08364 1.91499 0.94927
H 1.45269 1.32441 -0.02750
H 1.10216 0.59313 1.55530
H -2.11809 -0.17218 -0.29672
H -0.42481 -2.09323 -0.57395
H 1.30573 -1.45541 -0.57777
*
```

## Properties
Kohn-Sham gap in eV: 11.097
E_LUMO in eV: 0.97
SMILES: C[C@]1(O)CO1

=====

3.
Below is a 2-piece molecular cluster, C3H6O2 overall, with properties calculated with the ωB97M-V functional and the def2-TZVPD basis.

The geometry in ORCA input format:
```
! wB97M-V def2-TZVPD RIJCOSX def2/J DEFGRID3
* xyz 0 1
C -1.40495 0.60902 0.40499
O -0.75403 -0.43075 0.76856
C 0.51645 -0.77339 0.59687
C 1.53621 0.14682 0.18382
O 2.71426 -0.15722 0.08099
H -0.91322 1.44500 -0.07750
H -0.91692 -0.24933 -1.83242
H -2.44902 0.61373 0.68606
H -0.27248 -0.63100 -1.76178
H 0.73672 -1.76355 0.97040
H 1.20697 1.19067 -0.02000
*
```

## Properties
Kohn-Sham gap (alpha / beta) in eV: 7.696 / 8.271
E_LUMO (alpha / beta) in eV: -0.69 / -0.28

=====

4.
Below is one molecule with the formula C3H6O2, with properties calculated with the ωB97M-V functional and the def2-TZVPD basis.

The geometry in ORCA input format:
```
! wB97M-V def2-TZVPD RIJCOSX def2/J DEFGRID3
* xyz 0 1
O -1.71111 -0.31666 -0.52282
C -0.95841 0.71570 0.05650
C 0.53491 0.41890 -0.05292
C 1.08864 -0.83289 0.45583
O 0.86967 -0.64583 -0.94100
H -1.15773 -0.66647 -1.23883
H -1.17910 1.68960 -0.40758
H -1.24685 0.78714 1.11231
H 1.19721 1.27785 -0.15508
H 0.42806 -1.55383 0.93658
H 2.13471 -0.87350 0.75699
*
```

## Properties
Kohn-Sham gap in eV: 11.366
E_LUMO in eV: 1.06
SMILES: OC[C@H]1CO1

=====

Quick ranking, most stable first: 2, 4, 1, 3.

=====

1.
Below is a 2-piece molecular cluster, C9H14O overall, with properties calculated with the ωB97M-V functional and the def2-TZVPD basis.

The geometry in ORCA input format:
```
! wB97M-V def2-TZVPD RIJCOSX def2/J DEFGRID3
* xyz 0 1
C -0.92868 0.14823 -1.54371
C -0.28323 1.25039 -0.70839
C -0.93776 1.71825 0.44534
C -0.27579 2.51039 1.35439
C 1.10406 2.74280 1.17714
O 1.60997 3.65619 2.12692
C 1.79129 2.15755 0.14495
C 1.07160 1.50129 -0.90419
H -1.92737 0.44995 -1.89420
H -0.96623 -0.86369 -1.13721
H -0.21205 0.07331 -2.38279
H -2.02207 1.68115 0.56537
H -0.79391 2.77733 2.26836
H 0.95956 4.35165 2.00623
H 2.85881 2.31531 0.03172
H 1.61049 0.84292 -1.60710
C 0.12926 -2.96296 0.43758
C -0.74320 -3.88430 -0.40400
H 0.98541 -3.51487 0.86698
H 0.32233 -2.04568 -0.09054
H -0.48042 -2.45265 1.25261
H -1.72367 -3.94968 0.04813
H -0.39726 -4.90852 -0.58430
H -0.75115 -3.59436 -1.46927
*
```

## Properties
Kohn-Sham gap in eV: 9.625
E_LUMO in eV: 0.86
SMILES: Cc1ccc(O)cc1.CC

=====

2.
Below is a 2-piece molecular cluster, C9H14O overall, with properties calculated with the ωB97M-V functional and the def2-TZVPD basis.

The geometry in ORCA input format:
```
! wB97M-V def2-TZVPD RIJCOSX def2/J DEFGRID3
* xyz 0 1
C -1.16073 2.07999 1.22213
C 0.14328 1.41375 0.85969
C 0.99386 1.92658 -0.10774
C 2.14852 1.25666 -0.49573
C 2.45850 0.03396 0.07432
O 3.54992 -0.71172 -0.26454
C 1.59163 -0.54347 1.00567
C 0.44023 0.13698 1.33335
H -1.02528 2.84762 1.98737
H -1.89804 1.36257 1.57928
H -1.55239 2.56286 0.33181
H 0.81952 2.89322 -0.56525
H 2.89458 1.75463 -1.11091
H 4.24293 -0.21717 -0.70505
H 1.86353 -1.52787 1.35794
H -0.24199 -0.36757 2.01443
C -1.55080 -1.97037 -1.75648
C -2.27158 -1.79189 -0.41016
H -1.81969 -1.14985 -2.41640
H -0.47987 -1.85177 -1.58263
H -1.80117 -2.90649 -2.24806
H -2.57488 -0.75942 -0.26436
H -1.62317 -2.03599 0.43871
H -3.14692 -2.43525 -0.27739
*
```

## Properties
Kohn-Sham gap in eV: 9.274
E_LUMO in eV: 0.86
SMILES: Cc1ccc(O)cc1.CC

=====

Quick ranking, most stable first: 2, 1.

=====

1.
Below is a 2-piece molecular cluster, C9H14O overall, with properties calculated with the ωB97M-V functional and the def2-TZVPD basis.

The geometry in ORCA input format:
```
! wB97M-V def2-TZVPD RIJCOSX def2/J DEFGRID3
* xyz 0 1
C 1.36067 1.70810 -2.46268
C 0.53156 0.63363 -1.85144
C 0.67254 0.16172 -0.60077
C -0.01085 -1.04507 -0.21358
C -0.75244 -1.72511 -1.19223
O -1.44909 -2.84260 -0.73344
C -0.63986 -1.42431 -2.60202
C 0.00675 -0.22602 -2.91648
H 0.79329 2.65624 -2.33850
H 1.49961 1.25613 -3.47336
H 2.44141 1.76420 -2.08212
H 1.12415 0.68677 0.21964
H 0.17489 -1.48341 0.74326
H -1.99472 -3.16154 -1.54468
H -1.14581 -2.11421 -3.28613
H 0.32105 0.00038 -3.97274
C -0.19833 0.36621 4.29661
C -0.59058 0.93247 2.84166
H -1.09010 -0.20057 4.61993
H 0.67790 -0.22227 4.07296
H 0.13268 1.20635 4.90105
H 0.32700 0.68584 2.19494
H -1.45689 0.39570 2.42420
H -0.73483 1.99137 2.95592
*
```

## Properties
Kohn-Sham gap in eV: 9.140
E_LUMO in eV: 0.84
SMILES: Cc1ccc(O)cc1.CC

=====

2.
Below is a 2-piece molecular cluster, C9H14O overall, with properties calculated with the ωB97M-V functional and the def2-TZVPD basis.

The geometry in ORCA input format:
```
! wB97M-V def2-TZVPD RIJCOSX def2/J DEFGRID3
* xyz 0 1
C 0.38931 -2.19567 -1.05498
C 1.21106 -1.09493 -0.62222
C 2.12816 -1.30080 0.40343
C 2.60535 -0.19097 1.12604
C 2.50543 1.06437 0.53350
C 1.82952 1.27809 -0.70188
C 1.09234 0.19445 -1.13680
H 0.17403 -2.26918 -2.08195
H -0.57051 -2.24518 -0.60172
H 0.85626 -3.05277 -0.55915
H 2.09213 -2.33333 0.66236
H 3.24758 -0.33211 1.97949
H 2.90759 1.96116 0.89790
H 2.09259 2.10189 -1.29566
H 0.26359 0.20207 -1.87164
C -2.97659 1.15977 1.33875
C -2.05394 0.54160 0.25914
O -2.27145 0.77785 -1.19175
H -3.61550 0.54067 1.91550
H -3.69924 1.88033 0.78460
H -2.28379 1.60546 1.95734
H -1.09336 0.69263 0.38067
H -2.14842 -0.58590 0.20396
H -2.68211 1.60051 -1.32494
*
```

## Properties
Kohn-Sham gap in eV: 9.762
E_LUMO in eV: 0.95
SMILES: Cc1ccccc1.CCO

=====

3.
Below is a 2-piece molecular cluster, C9H14O overall, with properties calculated with the ωB97M-V functional and the def2-TZVPD basis.

The geometry in ORCA input format:
```
! wB97M-V def2-TZVPD RIJCOSX def2/J DEFGRID3
* xyz 0 1
C 0.35650 0.70934 2.31898
C 0.05759 -0.33236 1.29005
C 1.11927 -0.95924 0.66171
C 1.00697 -2.22899 0.02431
C -0.28813 -2.66029 -0.18581
O -0.46247 -3.92262 -0.73432
C -1.33248 -1.78228 0.04739
C -1.23934 -0.71126 0.89377
H 1.09433 0.33808 3.01912
H -0.50582 0.98610 2.93628
H 0.66771 1.69413 1.92131
H 2.09028 -0.46671 0.77296
H 1.95060 -2.66167 -0.31777
H 0.29246 -4.04835 -1.31095
H -2.31673 -2.04775 -0.30799
H -2.08676 -0.02153 1.01649
C 0.45236 2.23864 -0.84836
C -0.41934 2.12962 -2.13231
H 0.93156 3.18491 -0.80021
H -0.28843 2.27402 0.00244
H 0.87903 1.25725 -0.67466
H -1.45681 1.83180 -2.30050
H 0.22855 2.01435 -3.04234
H -0.73088 3.18482 -2.24958
*
```

## Properties
Kohn-Sham gap in eV: 9.339
E_LUMO in eV: 0.84
SMILES: Cc1ccc(O)cc1.CC

=====

4.
Below is a 2-piece molecular cluster, C9H14O overall, with properties calculated with the ωB97M-V functional and the def2-TZVPD basis.

The geometry in ORCA input format:
```
! wB97M-V def2-TZVPD RIJCOSX def2/J DEFGRID3
* xyz 0 1
C -3.77223 0.22029 -1.17729
C -2.48581 -0.23260 -0.54858
C -2.12504 0.22652 0.72242
C -1.15730 -0.39464 1.49431
C -0.32636 -1.32042 0.86283
O 0.88893 -1.53612 1.45685
C -0.55795 -1.68874 -0.44987
C -1.65206 -1.18299 -1.13360
H -3.56537 1.03569 -1.90227
H -4.19773 1.04315 -0.58277
H -4.39980 -0.58156 -1.53293
H -2.74480 0.96442 1.21575
H -0.74223 0.03611 2.39672
H 1.46798 -2.08816 0.91900
H 0.26438 -2.16751 -0.97203
H -1.91485 -1.55276 -2.11786
C 3.77466 0.55014 -0.03303
C 3.05734 1.77816 0.44744
H 3.88686 -0.31570 0.62150
H 3.14976 -0.01841 -0.74484
H 4.69581 0.72302 -0.58399
H 2.35969 2.23094 -0.27102
H 3.63831 2.68073 0.57580
H 2.45780 1.59043 1.33746
*
```

## Properties
Kohn-Sham gap in eV: 9.166
E_LUMO in eV: 0.83
SMILES: Cc1ccc(O)cc1.CC

=====

Quick ranking, most stable first: 4, 3, 1, 2.

=====

1.
Below is a 2-piece molecular cluster, C9H14O overall, with properties calculated with the ωB97M-V functional and the def2-TZVPD basis.

The geometry in ORCA input format:
```
! wB97M-V def2-TZVPD RIJCOSX def2/J DEFGRID3
* xyz 0 1
C 2.59982 0.21358 0.72321
C 1.63455 -0.62756 -0.24828
C 0.35897 -0.96438 0.17410
C -0.51887 -1.70082 -0.65538
C 0.15073 -2.17189 -1.81384
O -0.61386 -2.98504 -2.56351
C 1.45539 -1.96471 -2.17624
C 2.17227 -1.02057 -1.41652
H 2.75505 1.23737 0.25291
H 3.55462 -0.26328 0.81311
H 2.37400 0.26904 1.83547
H 0.09936 -0.48720 1.19278
H -1.41837 -2.01799 -0.26594
H -0.12875 -3.16814 -3.36828
H 1.74639 -2.35991 -3.25164
H 3.29473 -0.78655 -1.66542
C -2.31879 3.00484 1.15726
C -2.72581 1.69758 1.89024
H -3.14533 3.35249 0.59228
H -1.83691 3.82610 1.82437
H -1.43813 2.79975 0.61871
H -2.89807 1.79760 2.92639
H -3.52367 1.26442 1.45402
H -1.62934 1.05528 1.97019
*
```

## Properties
Kohn-Sham gap in eV: 9.328
E_LUMO in eV: 0.91
SMILES: Cc1ccc(O)cc1.CC

=====

2.
Below is a 2-piece molecular cluster, C9H14O overall, with properties calculated with the ωB97M-V functional and the def2-TZVPD basis.

The geometry in ORCA input format:
```
! wB97M-V def2-TZVPD RIJCOSX def2/J DEFGRID3
* xyz 0 1
C -3.91490 0.03390 1.48633
C -2.52813 -0.01690 0.91168
C -2.41037 -0.39834 -0.41301
C -1.18972 -0.22465 -1.09533
C -0.08501 0.17620 -0.34791
O 1.17355 0.34820 -0.84642
C -0.20436 0.49792 1.02761
C -1.46039 0.59345 1.58331
H -4.59426 -0.59098 0.90432
H -4.19649 1.05451 1.73547
H -3.99481 -0.46052 2.47949
H -3.32480 -0.62473 -0.94753
H -0.93868 -0.58275 -2.08062
H 1.13170 0.46585 -1.79839
H 0.71300 0.63609 1.56962
H -1.58599 1.05979 2.55615
C 4.08947 -0.39222 -0.19051
C 4.55973 -0.41807 -1.64564
H 3.28563 -1.09854 0.04940
H 4.67377 -0.99093 0.53041
H 3.84916 0.59485 0.18642
H 4.82890 -1.40031 -2.01282
H 5.47545 0.17458 -1.70425
H 3.84679 0.10501 -2.28097
*
```

## Properties
Kohn-Sham gap in eV: 9.107
E_LUMO in eV: 0.82
SMILES: Cc1ccc(O)cc1.CC

=====

Quick ranking, most stable first: 2, 1.